189
Properties=species:S:1:pos:R:3 method="wB97M-V/def2-TZVPD" total_charge=+3 homo_energy_ev=-10.9 homo_lumo_gap_ha=0.061 e_lumo_ha=-0.3395 e_tot_ev=-216988.19579
C -5.812 -4.825 -6.324
C -5.523 -4.881 -7.835
O -5.574 -3.952 -8.585
N -5.370 -6.306 -8.341
H -4.799 -6.295 -9.173
H -4.888 -6.819 -7.616
C -6.770 -6.939 -8.688
H -5.412 -5.715 -5.838
H -6.890 -4.729 -6.198
H -5.370 -3.929 -5.889
H -7.146 -6.348 -9.523
H -7.432 -7.009 -7.825
H -6.515 -7.910 -9.115
C 8.369 11.527 6.910
C 8.124 10.402 5.933
O 7.515 9.413 6.168
N 8.923 10.514 4.649
H 9.056 11.485 4.404
H 9.878 10.185 4.644
C 8.112 10.034 3.427
H 7.785 11.461 7.828
H 8.118 12.506 6.503
H 9.410 11.683 7.193
H 7.185 10.607 3.450
H 7.865 8.974 3.479
H 8.675 10.307 2.535
C 5.618 -5.692 8.972
C 6.486 -4.472 9.074
O 7.434 -4.370 9.838
N 6.037 -3.325 8.114
H 5.671 -3.649 7.230
H 5.271 -2.736 8.406
C 7.244 -2.516 7.752
H 4.620 -5.382 9.280
H 5.960 -6.516 9.599
H 5.592 -5.998 7.926
H 6.910 -1.814 6.987
H 7.974 -3.189 7.302
H 7.644 -1.973 8.608
C -7.583 -12.372 5.198
C -6.141 -11.758 5.411
C -5.428 -11.977 4.150
C -4.089 -11.271 4.013
C -4.354 -9.733 4.240
C -5.148 -9.381 5.532
N -6.317 -10.252 5.633
O -7.339 -9.818 6.535
C -5.614 -7.907 5.334
C -4.169 -9.434 6.756
C -5.409 -12.449 6.613
H -7.975 -12.093 4.219
H -8.187 -12.009 6.030
H -7.612 -13.458 5.283
H -6.037 -11.729 3.281
H -5.141 -13.016 3.986
H -3.605 -11.503 3.064
H -3.430 -11.704 4.765
H -4.930 -9.494 3.346
H -3.434 -9.152 4.187
H -6.377 -7.591 6.045
H -6.185 -7.691 4.431
H -4.847 -7.135 5.269
H -4.678 -9.459 7.720
H -3.508 -8.568 6.773
H -3.545 -10.328 6.744
H -5.642 -13.512 6.549
H -5.854 -12.053 7.525
H -4.320 -12.462 6.659
C 2.557 -3.719 -9.270
C 4.115 -3.878 -9.415
C 4.835 -2.712 -8.589
C 6.362 -2.917 -8.316
C 6.640 -4.314 -7.806
C 6.022 -5.541 -8.529
N 4.531 -5.235 -8.807
O 3.743 -6.292 -9.178
C 6.033 -6.731 -7.432
C 6.775 -5.943 -9.778
C 4.517 -3.843 -10.978
H 2.389 -3.948 -8.218
H 2.057 -4.483 -9.866
H 2.109 -2.788 -9.617
H 4.285 -2.427 -7.692
H 4.874 -1.785 -9.162
H 6.625 -2.191 -7.547
H 6.799 -2.751 -9.301
H 6.425 -4.290 -6.738
H 7.714 -4.467 -7.693
H 5.522 -6.467 -6.506
H 7.058 -6.758 -7.061
H 5.633 -7.716 -7.675
H 7.566 -6.685 -9.667
H 7.164 -5.091 -10.335
H 6.112 -6.453 -10.477
H 4.122 -4.680 -11.555
H 5.592 -3.767 -11.138
H 4.091 -3.059 -11.605
C -4.308 10.459 -6.507
C -4.671 10.211 -5.017
C -3.308 9.926 -4.382
C -3.448 9.755 -2.890
C -3.874 11.179 -2.243
C -5.154 11.756 -2.847
N -5.241 11.479 -4.364
O -6.144 12.230 -5.088
C -5.154 13.231 -2.643
C -6.271 10.987 -2.103
C -5.782 9.099 -4.817
H -3.554 11.239 -6.609
H -5.135 10.867 -7.088
H -4.070 9.575 -7.098
H -2.696 10.806 -4.580
H -2.863 9.045 -4.846
H -2.487 9.474 -2.459
H -4.047 8.893 -2.596
H -3.019 11.820 -2.455
H -3.816 11.060 -1.161
H -6.149 13.544 -2.961
H -4.492 13.803 -3.293
H -5.002 13.488 -1.595
H -6.197 9.909 -1.963
H -7.224 11.302 -2.529
H -6.311 11.147 -1.026
H -5.856 8.822 -3.765
H -5.618 8.221 -5.442
H -6.772 9.441 -5.117
C -0.674 2.367 -1.681
C -0.568 1.734 -0.279
C -0.411 2.768 0.866
N -0.084 2.117 2.268
C -1.029 0.891 2.588
C -0.221 3.261 3.315
C 1.185 3.910 3.299
C 2.141 2.870 2.708
C 1.402 1.585 2.344
H 0.154 3.076 -1.696
H -1.673 2.794 -1.770
H -0.360 1.562 -2.345
H 0.271 1.037 -0.276
H -1.442 1.127 -0.045
H -1.144 3.555 1.044
H 0.353 3.505 0.618
H -0.567 0.042 2.083
H -2.004 1.113 2.154
H -1.074 0.784 3.672
H -0.429 2.851 4.303
H -1.030 3.929 3.020
H 1.593 4.317 4.224
H 1.006 4.812 2.714
H 2.962 2.650 3.390
H 2.623 3.282 1.822
H 1.378 0.854 3.153
H 1.722 1.171 1.388
N 4.906 -5.462 3.149
S 3.768 -6.311 2.696
O 3.976 -7.765 2.729
O 2.759 -5.746 1.847
F 3.008 -6.126 4.114
S 5.663 -5.528 1.659
O 5.127 -4.635 0.628
O 6.245 -6.775 1.231
F 6.965 -4.685 2.195
N 1.908 0.047 9.958
S 0.651 -0.085 10.769
O -0.521 0.763 10.474
O 0.742 -0.724 12.060
F 0.078 -1.319 9.985
S 2.271 1.496 10.884
O 2.851 1.227 12.220
O 1.574 2.728 10.741
F 3.617 1.775 10.127
N -8.056 4.532 0.841
S -8.083 4.297 2.294
O -7.032 3.483 2.834
O -9.402 4.315 2.922
F -7.508 5.695 2.834
S -8.768 3.048 0.470
O -10.218 3.002 0.535
O -7.993 1.829 0.607
F -8.611 3.373 -1.126
N 4.543 7.066 -2.921
S 4.667 8.295 -3.648
O 3.915 8.502 -4.907
O 5.867 9.076 -3.529
F 3.755 9.260 -2.564
S 5.535 6.155 -3.876
O 6.861 5.901 -3.331
O 5.433 6.184 -5.350
F 4.746 4.811 -3.547